This record from the Open Molecules 2025 dataset describes a 4-piece molecular cluster, C16H44Cl4N6O2P2 overall. The level of theory is ωB97M-V/def2-TZVPD.

Calculated values
- LUMO energy: 0.38 eV
- ΔE to the lowest compared entry with this formula, charge and spin: 14.4 kcal/mol
- DFT total energy: -3638.585027 Eh
- Structure (SMILES): CN(C)P(=O)(N(C)C)N(C)C.CN(C)P(=O)(N(C)C)N(C)C.ClCCCl.ClCCCl
- Charge: 0
- Orbital gap: 0.316 hartree

Last column: Löwdin charge in e.
Atoms and positions in Å:
Cl -2.71800 -1.46790 2.08447  0.552
C -1.13827 -1.93915 1.32632  -0.635
C -0.54585 -3.20100 1.85147  -0.610
Cl -1.62758 -4.66935 1.71591  0.496
H -0.43899 -1.13931 1.46723  0.008
H -1.38354 -1.96460 0.26644  0.058
H -0.35232 -3.14245 2.93194  0.072
H 0.39542 -3.38983 1.30759  0.064
Cl -3.57054 -2.97285 -2.22324  0.557
C -4.79119 -3.53967 -1.06413  -0.638
C -6.04955 -2.77129 -1.16826  -0.693
Cl -7.16455 -3.00299 -2.52566  0.559
H -4.21304 -3.35501 -0.17425  0.032
H -4.92092 -4.63873 -1.20910  0.095
H -5.83937 -1.71495 -1.16227  0.048
H -6.56746 -3.05490 -0.28168  0.065
O -2.96106 4.20693 -1.06820  -0.328
P -2.15764 2.96682 -0.78680  0.530
N -1.37249 3.23826 0.65563  -0.305
C -0.74822 4.55931 0.74642  -0.100
C -0.76917 2.18692 1.42445  -0.135
N -1.17340 2.75910 -2.09725  -0.282
C -0.92861 3.92777 -3.01043  -0.072
C -0.02172 1.92405 -1.89817  -0.147
N -2.85221 1.44043 -0.52833  -0.291
C -3.90754 1.45065 0.54439  -0.100
C -3.07464 0.53465 -1.60472  -0.151
H -0.98733 5.15947 -0.12547  0.066
H 0.33654 4.40051 0.71949  0.080
H -1.10394 5.09582 1.64407  0.092
H -1.32561 1.24713 1.55368  0.055
H -0.41997 2.58192 2.42973  0.108
H 0.04555 1.81312 0.81199  0.044
H 0.06782 4.25777 -2.84668  0.061
H -1.06154 3.60712 -4.04466  0.078
H -1.67434 4.70999 -2.86434  0.070
H 0.90256 2.43242 -1.44439  0.090
H -0.17779 1.14032 -1.19057  0.032
H 0.26684 1.37858 -2.77096  0.081
H -4.25901 0.43611 0.65278  0.029
H -3.54891 1.84194 1.45514  0.056
H -4.79623 1.93929 0.10083  0.094
H -4.12456 0.21136 -1.51639  0.067
H -2.38752 -0.37002 -1.54052  0.065
H -2.93597 0.89548 -2.62929  0.084
O 1.24686 -0.53804 -0.05283  -0.272
P 2.61173 -0.87234 0.37513  0.471
N 2.92235 -2.49860 0.34537  -0.312
C 3.93578 -3.06346 1.16323  -0.125
C 2.59547 -3.23250 -0.85832  -0.110
N 2.86325 -0.28260 1.91058  -0.265
C 4.14314 0.21459 2.22015  -0.141
C 1.84979 0.12995 2.91288  -0.064
N 3.68770 -0.13762 -0.56508  -0.313
C 3.47520 1.28597 -0.86987  -0.072
C 4.86206 -0.76550 -1.06348  -0.111
H 4.33555 -2.36988 1.90050  0.069
H 4.70368 -3.56714 0.54554  0.093
H 3.50783 -3.86796 1.71718  0.075
H 2.02597 -4.20078 -0.66592  0.105
H 3.45433 -3.60229 -1.38431  0.068
H 1.94156 -2.65980 -1.51627  0.085
H 4.00223 1.09791 2.82705  0.086
H 4.79171 -0.48678 2.74870  0.080
H 4.66994 0.56845 1.34197  0.067
H 1.73331 1.19792 2.98412  0.071
H 0.85785 -0.24615 2.66322  0.058
H 2.06494 -0.22284 3.91675  0.085
H 3.35747 1.42364 -1.96931  0.106
H 2.50990 1.59874 -0.50027  0.045
H 4.25028 1.90951 -0.47756  0.075
H 5.10930 -1.66021 -0.48787  0.067
H 5.74296 -0.15944 -0.92946  0.079
H 4.82371 -1.00200 -2.14604  0.100